An isolated molecule of C4H8N2O, computed with wB97M-V/def2-TZVPD.

Geometry (Å):
C (-1.24, -0.13, -0.46)
C (-1.05, -0.45, -1.80)
C (1.40, 0.18, -0.17)
C (-0.02, 0.82, -0.03)
N (-1.81, -0.68, 0.67)
N (-3.01, -0.93, 1.19)
O (-0.41, 0.40, -2.63)
H (1.40, -0.71, -0.87)
H (1.84, -0.32, 0.73)
H (2.23, 0.81, -0.47)
H (-0.02, 1.57, -0.84)
H (-0.20, 1.29, 0.90)
H (-0.94, -0.74, 1.34)
H (-3.05, -0.86, 2.23)
H (0.00, -0.15, -3.31)

Values from the calculation:
* orbital gap (alpha / beta): 7.117 / 8.516 eV
* E_LUMO (alpha / beta): -0.5 / 0.4 eV
* HOMO level (alpha / beta): -7.573 / -8.146 eV
* energy above the lowest of the compared OMol25 structures with the same formula, charge and spin: 172.4 kcal/mol
* electronic energy: -9298.918 eV
* total charge: 0